Record 1
C3H8N2S | the ωB97M-V functional and the def2-TZVPD basis

Each line ends with the natural charge from an NBO analysis.
Geometry (Å):
C -0.117 0.299 -1.299  -0.249
C 0.069 1.594 -0.556  -0.540
C 0.528 -1.322 1.302  -0.447
N -0.936 -0.559 -0.474  -0.485
N -0.522 -0.453 0.973  -0.427
S -0.166 1.216 1.242  0.328
H -0.592 0.329 -2.255  0.224
H 0.889 -0.102 -1.415  0.192
H 0.954 2.029 -0.728  0.206
H -0.638 2.382 -0.898  0.209
H 0.504 -2.249 0.761  0.218
H 1.575 -0.956 1.386  0.182
H 0.380 -1.649 2.306  0.199
H -1.927 -0.558 -0.345  0.388

Gap between HOMO and LUMO = 9.21 eV
Net charge = 0
SMILES string = CN1NCCS1
Calculated total energy = -626.71413 a.u.
LUMO = 1.00 eV



Record 2
C3H8N2S | the ωB97M-V functional and the def2-TZVPD basis

Each line ends with the natural charge from an NBO analysis.
Geometry (Å):
C 1.670 -0.917 -0.349  -0.620
C 0.990 -0.022 0.733  -0.248
C -0.880 1.461 -0.065  0.268
H 0.914 -1.486 -0.892  0.207
H 2.512 -1.509 0.193  0.213
H 2.197 -0.226 -1.052  0.216
H 0.357 -0.651 1.457  0.187
H 1.757 0.441 1.416  0.197
H -1.035 2.492 -0.413  0.175
H -2.853 1.082 -0.403  0.396
H -1.879 -1.523 -1.067  0.099
N 0.325 1.173 0.115  -0.484
N -2.039 0.700 0.087  -0.777
S -2.035 -1.015 0.240  0.171

Gap between HOMO and LUMO = 9.55 eV
Net charge = 0
SMILES string = CC/N=C\NS
Calculated total energy = -626.74655 a.u.
LUMO = 0.66 eV



Record 3
C3H8N2S | the ωB97M-V functional and the def2-TZVPD basis

Each line ends with the natural charge from an NBO analysis.
Geometry (Å):
C -2.055 -0.334 0.042  -0.482
C 0.391 -0.314 -0.264  0.378
C 0.186 1.098 -0.256  -0.698
H -2.695 -0.364 -0.939  0.223
H -2.554 -1.076 0.808  0.221
H -1.876 0.717 0.517  0.187
H 1.245 1.688 -0.353  0.252
H -0.667 1.344 -1.015  0.251
H -0.444 1.060 0.886  0.238
H 1.473 -1.883 -0.029  0.405
H 2.889 0.266 1.171  0.069
N -0.613 -1.055 -0.232  -0.498
N 1.657 -0.958 -0.237  -0.793
S 3.064 -0.189 -0.099  0.246

Gap between HOMO and LUMO = 9.67 eV
Net charge = 0
SMILES string = C/N=C(\C)NS
Calculated total energy = -626.67990 a.u.
LUMO = 0.80 eV



Q: Among the records above, which one has the lowest gap between HOMO and LUMO?
A: number 1